(1)
21
Properties=species:S:1:pos:R:3:mulliken_spin:R:1 method="wB97M-V/def2-TZVPD" multiplicity=2 charge=+1 s2=0.759 homo_lumo_gap_ha="0.3646 / 0.2377" lumo_ev="-3.9 / -7.3"
C 0.3791 -0.0388 0.0191 0.36
C 0.9337 -1.2488 0.4350 0.20
N 2.1726 -1.2821 0.9271 0.31
C -1.0720 0.1153 -0.2846 0.02
C -1.3204 1.0425 -1.4396 0.05
C -1.5913 2.3313 -1.3587 -0.01
H 0.9923 0.8449 -0.0074 0.01
H 0.3595 -2.1594 0.5735 0.01
H 2.6254 -2.1802 0.7778 0.00
H 2.8286 -0.5304 0.7556 -0.01
H -1.4245 0.6171 0.6267 0.07
H -1.4697 -0.8920 -0.4227 0.00
H -1.3859 0.5533 -2.3825 -0.01
H -1.7470 2.9487 -2.2375 0.00
H -1.7840 2.8695 -0.4317 0.00
H 4.9186 2.2905 -1.2857 0.00
H 4.7137 1.1512 -0.2263 0.00
O 4.7097 1.3596 -1.1616 0.00
H -3.7186 -3.0347 2.0176 0.00
H -4.6588 -1.9107 2.5107 0.00
O -4.4609 -2.8466 2.5954 0.00

---

(2)
17
Properties=species:S:1:pos:R:3:mulliken_spin:R:1 method="wB97M-V/def2-TZVPD" multiplicity=3 charge=+1 s2=2.016 homo_lumo_gap_ha="0.2054 / 0.2771" lumo_ev="-3.6 / -6.8"
C 2.7081 -0.4184 -0.0326 -0.07
C 0.7029 1.4588 0.0167 0.52
C 1.3994 -2.1891 0.0322 0.00
C 0.3561 -1.0172 0.0147 -0.04
N 2.7259 -1.6548 -0.0899 0.16
N 1.3679 2.4884 -0.1708 0.72
N 1.1930 0.1830 0.0356 0.59
N -0.9261 1.3887 0.0769 0.04
Cl 3.9841 0.6464 0.0602 -0.01
H 1.2378 -2.7335 0.9075 0.01
H 1.4415 -2.9089 -0.9298 0.01
H -0.3042 -0.7808 -0.9076 0.05
H -0.3325 -0.9786 0.9012 0.05
H 1.0098 3.3997 -0.2346 -0.02
H -1.4243 1.3614 -0.7490 0.02
H -1.1673 2.3586 0.2989 0.01
H -1.1511 0.8295 0.9325 -0.04

---

(3)
39
Properties=species:S:1:pos:R:3:nbo_charge:R:1 method="wB97M-V/def2-TZVPD" charge=0 homo_lumo_gap_ha=0.1285 lumo_ev=-2.6
C 1.1053 2.4252 -1.5761 -0.72
C 0.2536 1.1970 -1.4697 0.51
C -1.1913 1.2479 -1.5054 -0.39
C -1.8996 -0.0455 -1.6510 -0.41
C -3.3569 0.0995 -2.0755 -0.42
C -3.9887 1.2209 -1.2867 -0.06
O -3.2830 2.4794 -1.4728 -0.53
C -1.9271 2.5163 -1.5681 0.76
O -1.3961 3.6156 -1.7265 -0.67
O 0.8054 0.0831 -1.3926 -0.73
H 0.4899 3.2936 -1.8228 0.28
H 1.6163 2.5954 -0.6206 0.19
H 1.8699 2.2353 -2.3403 0.21
H -1.3620 -0.6571 -2.3895 0.22
H -1.8621 -0.5711 -0.6803 0.18
H -3.4162 0.2850 -3.1568 0.21
H -3.8798 -0.8361 -1.8622 0.20
H -5.0141 1.4229 -1.6115 0.19
H -3.9878 0.9621 -0.2172 0.16
C 2.6575 -3.5008 -0.7385 -0.13
C 1.6066 -3.8164 0.1372 -0.23
C 1.0775 -2.8385 0.9745 -0.15
C 1.5861 -1.5223 0.9319 -0.08
C 0.9356 -0.4587 1.6462 -0.21
S 1.6793 1.0770 1.8568 0.43
C 1.2639 1.2565 3.6345 -0.54
C -0.0023 0.4744 3.9534 -0.53
S -0.4606 -0.6971 2.6075 0.43
C 2.6982 -1.2428 0.1086 -0.08
C 3.1930 -2.2030 -0.7572 -0.22
H 3.0609 -4.2611 -1.4065 0.22
H 1.2044 -4.8330 0.1737 0.23
H 0.2731 -3.0735 1.6727 0.22
H 2.1268 0.9002 4.2151 0.23
H 1.1353 2.3320 3.8053 0.25
H 0.1190 -0.1281 4.8606 0.24
H -0.8647 1.1454 4.0602 0.25
H 3.1332 -0.2426 0.1328 0.23
H 4.0015 -1.9372 -1.4434 0.23

---

Values of energy above the lowest of the compared OMol25 structures with the same formula, charge and spin, in order: 121.76 411.02 59.30, all in kJ/mol.
Values of F_max, in order: 1.98 7.53 2.30, all in eV/A.
Values of total energy, in order: -403.1974 -835.9285 -1642.4767, all in Eh.